--- i ---
Molecular formula: C40H113N7O19
Method: DFT, ωB97M-V with the def2-TZVPD basis set

```
! RIJCOSX wB97M-V def2-TZVPD def2/J DEFGRID3
* xyz 0 1
C 6.26550 -6.05039 -1.79350
C 6.39187 -4.69035 -2.45992
C 5.15399 -3.86818 -2.68198
O 5.32171 -2.77802 -3.59634
C 4.37988 -1.73896 -3.61573
N 7.44915 -3.84759 -1.82764
H 5.66870 -6.63924 -2.49005
H 5.64093 -5.96781 -0.90400
H 7.22990 -6.53126 -1.62981
H 6.83762 -4.90288 -3.43164
H 4.86692 -3.42960 -1.72630
H 4.26487 -4.39219 -3.03266
H 4.47055 -1.09728 -4.49216
H 4.54071 -1.01245 -2.81922
H 3.33378 -2.04501 -3.62459
H 8.33525 -4.28128 -2.04406
H 7.44901 -2.96726 -2.32273
C 2.12544 2.32230 -5.02049
C 1.27761 2.44991 -3.69499
C 0.33580 3.66111 -3.83901
O 1.14228 4.80195 -4.02034
C 0.45578 5.92807 -4.48606
N 0.51309 1.23138 -3.67745
H 2.55374 3.31075 -5.18665
H 1.52218 2.06330 -5.89061
H 2.93448 1.61140 -4.85261
H 1.94989 2.48430 -2.83769
H -0.31956 3.87191 -2.99393
H -0.40114 3.52593 -4.63069
H -0.34477 6.26517 -3.82760
H 0.12862 5.78728 -5.51623
H 1.05474 6.83873 -4.49239
H -0.02854 0.99038 -4.49517
H 0.01344 1.07243 -2.81421
C -5.40926 0.82684 0.56251
C -6.05626 1.97673 1.27401
C -7.14972 1.55765 2.32060
O -8.19907 0.79105 1.63087
C -9.06546 0.02020 2.51183
N -5.02724 2.86206 1.75151
H -4.81627 0.24305 1.26652
H -4.67061 1.19259 -0.15074
H -6.15760 0.17887 0.10621
H -6.61839 2.52168 0.51563
H -7.56697 2.39370 2.88187
H -6.66963 0.97569 3.10732
H -8.53773 -0.69637 3.14123
H -9.73269 -0.59236 1.90549
H -9.66220 0.69967 3.12038
H -4.40614 3.05050 0.97766
H -5.48349 3.68933 2.10869
C -1.14019 -5.59425 1.39413
C -0.04668 -4.54322 1.49566
C 1.19049 -4.70399 0.63431
O 1.76834 -6.05228 0.76330
C 2.84089 -6.22215 -0.11094
N -0.54966 -3.22524 1.44526
H -1.62074 -5.61649 0.41603
H -1.95640 -5.28954 2.04915
H -0.77830 -6.57273 1.70991
H 0.32256 -4.63656 2.51696
H 1.87149 -3.94592 1.02118
H 1.06082 -4.56358 -0.43880
H 2.53090 -6.13386 -1.15219
H 3.43146 -7.10168 0.14552
H 3.46464 -5.33236 -0.02542
H -1.06980 -3.03198 2.28918
H 0.20591 -2.55627 1.40409
C 2.28769 -0.39530 -0.69274
C 1.28182 -0.14646 0.45373
C -0.15500 -0.29407 -0.16329
O -0.41050 0.76254 -1.05542
C -1.72130 0.65398 -1.61680
N 1.59019 -1.01175 1.57141
H 3.31492 -0.30393 -0.33983
H 2.12465 0.30652 -1.51065
H 2.14031 -1.40000 -1.08891
H 1.30930 0.89789 0.76463
H -0.92095 -0.43432 0.59943
H -0.27323 -1.19254 -0.76899
H -1.84056 -0.23432 -2.23712
H -2.04154 1.61208 -2.02620
H -2.45740 0.52426 -0.82343
H 2.57073 -1.05540 1.80959
H 1.21457 -0.42410 2.30195
C 2.34361 2.72562 3.33937
C 2.50719 1.44191 4.19445
C 3.03254 1.66317 5.58636
O 2.94724 0.51010 6.44998
C 3.20305 0.72449 7.85489
N 1.23525 0.67436 4.16733
H 1.44495 3.27754 3.61489
H 2.29736 2.36473 2.31189
H 3.24329 3.33271 3.43992
H 3.35059 0.90806 3.75654
H 2.45436 2.40911 6.13169
H 4.07855 1.96946 5.59837
H 2.86125 -0.16720 8.38041
H 2.67689 1.57618 8.28603
H 4.26335 0.97718 7.85257
H 1.39079 0.13839 5.00914
H 0.42463 1.21862 4.42572
C 0.02782 4.31033 -0.24630
C -0.19788 5.10066 1.02932
C 0.95696 6.05885 1.23929
O 0.68330 6.78987 2.40882
C 1.87175 7.53966 2.75932
N -1.42169 5.75850 0.80913
H 0.03533 4.85871 -1.18829
H -0.72356 3.52737 -0.34866
H 1.00574 3.83017 -0.28115
H -0.31527 4.38323 1.84149
H 1.08665 6.73644 0.39541
H 1.88568 5.48990 1.28268
H 1.69458 8.23123 3.58299
H 2.35495 8.18795 2.02834
H 2.62938 6.91881 3.23748
H -1.75969 6.17085 1.66693
H -1.30605 6.55458 0.19841
C -2.23716 0.92552 3.08416
C -1.35169 2.16578 2.79952
O -0.94933 2.73858 4.00253
O -3.56307 1.26591 3.62032
H -1.85990 0.26244 3.86267
H -2.29716 0.32314 2.17773
H -1.99267 2.92330 2.34850
H -0.46050 2.07994 2.17781
H -1.72579 3.15034 4.38877
H -4.02126 1.73547 2.91947
C -4.43135 3.49775 -2.11188
C -3.48508 4.52821 -1.41919
O -3.25076 4.01521 -0.15007
O -4.83414 4.04452 -3.32110
H -5.28182 3.27737 -1.46672
H -3.97105 2.52310 -2.27393
H -3.92631 5.52334 -1.47508
H -2.55380 4.58911 -1.98228
H -2.67384 4.67205 0.24657
H -5.07161 3.28260 -3.85465
C -1.28432 -0.39595 -6.26610
C -1.18933 -1.53472 -5.23189
O -0.45233 -2.68441 -5.61686
O -2.20172 0.65684 -5.85894
H -1.71983 -0.81900 -7.17135
H -0.34969 0.05290 -6.60240
H -2.16259 -1.88649 -4.88965
H -0.71391 -1.02421 -4.39435
H -0.14089 -3.17563 -4.85311
H -2.62260 1.09189 -6.60405
C -3.52038 -2.93501 2.89133
C -3.75835 -2.46674 1.43226
O -3.28557 -3.40599 0.46929
O -2.37600 -2.44491 3.54031
H -3.50856 -4.02476 2.91158
H -4.33674 -2.56099 3.50919
H -3.26169 -1.51211 1.25876
H -4.80690 -2.23943 1.24003
H -2.33267 -3.43626 0.58179
H -2.32286 -2.82625 4.41971
C 6.08049 -3.07482 1.12134
C 4.77717 -3.15180 1.93221
O 4.22085 -1.85601 2.26278
O 6.52716 -4.38404 0.84101
H 6.85475 -2.46655 1.58888
H 5.93784 -2.51214 0.19876
H 4.95803 -3.70981 2.85092
H 4.05465 -3.76727 1.39625
H 4.59064 -1.66618 3.12812
H 6.80465 -4.46336 -0.07457
C -2.67334 -3.90868 -2.77288
C -1.22362 -3.56834 -2.42656
O -0.16600 -4.19616 -3.22970
O -2.81755 -5.35778 -2.80439
H -3.01993 -3.55194 -3.74278
H -3.29827 -3.65892 -1.91545
H -0.98812 -3.90656 -1.41748
H -1.09671 -2.48595 -2.44754
H -0.21898 -5.15208 -3.30068
H -2.10556 -5.71595 -3.33953
*
```

## Properties
Kohn-Sham gap   8.911 eV
E_HOMO   -8.4150 eV

--- ii ---
Molecular formula: C40H113N7O19
Method: DFT, ωB97M-V with the def2-TZVPD basis set

```
! RIJCOSX wB97M-V def2-TZVPD def2/J DEFGRID3
* xyz 0 1
C -5.74093 -3.46594 3.05825
C -4.22089 -3.50194 3.17858
C -3.65967 -2.55753 2.04960
O -3.72514 -3.21630 0.78996
C -4.34266 -2.50566 -0.22106
N -3.83222 -2.90630 4.47479
H -6.07247 -2.40499 3.10886
H -6.11519 -4.09228 3.89347
H -6.09008 -3.90363 2.12785
H -3.93118 -4.53268 3.00001
H -2.62055 -2.31342 2.36104
H -4.16832 -1.58517 2.02512
H -4.54090 -3.23501 -0.99626
H -3.80288 -1.61395 -0.56783
H -5.32759 -2.12997 0.12264
H -2.83884 -3.12497 4.63985
H -4.29078 -3.39590 5.22192
C -0.66045 -0.13305 7.93230
C -0.83630 -0.60421 6.54726
C -0.44147 -2.14404 6.43181
O -0.83120 -2.76238 5.26260
C -0.28993 -2.32672 4.04784
N -2.23307 -0.40624 6.28236
H 0.34471 -0.00053 8.28516
H -1.12089 -0.90817 8.55970
H -1.17072 0.84131 8.12396
H -0.35058 -0.05903 5.70322
H -0.96154 -2.73180 7.27267
H 0.64569 -2.30563 6.53650
H -0.27986 -3.22444 3.44077
H 0.74144 -1.89650 4.11262
H -0.96736 -1.60816 3.58678
H -2.87780 -0.71304 7.04415
H -2.54703 -0.94289 5.43396
C 3.51521 2.67790 -5.26149
C 2.40517 3.49343 -4.62722
C 2.54136 4.98542 -4.84355
O 1.69350 5.65830 -3.99479
C 1.83088 7.12280 -4.01953
N 1.10241 3.04407 -5.08054
H 3.51470 2.86361 -6.38568
H 3.33778 1.60731 -5.09098
H 4.49300 2.94090 -4.90412
H 2.38225 3.23965 -3.58593
H 2.28401 5.07980 -5.89918
H 3.60243 5.21067 -4.68332
H 2.31344 7.45485 -4.96524
H 2.50262 7.37384 -3.19887
H 0.86348 7.60690 -3.83437
H 0.41529 3.72286 -4.91934
H 1.12286 2.81978 -6.05303
C 2.86851 -4.73634 -2.13633
C 1.73522 -3.85380 -1.99127
C 0.52123 -4.24387 -2.85458
O -0.61265 -3.52216 -2.29376
C -1.85779 -4.07886 -2.73769
N 1.37972 -3.82024 -0.60995
H 2.54347 -5.76095 -1.89777
H 3.67725 -4.47862 -1.44908
H 3.30744 -4.69567 -3.21195
H 1.99665 -2.84287 -2.24481
H 0.22225 -5.26528 -2.80615
H 0.68396 -3.92206 -3.91030
H -1.95670 -4.07438 -3.83198
H -2.60400 -3.42059 -2.24579
H -1.96318 -5.08802 -2.36049
H 0.43840 -3.38205 -0.53026
H 1.33571 -4.78183 -0.23680
C 1.66319 4.93085 -0.88189
C 1.01889 4.71959 0.47958
C 0.08126 5.89287 0.76096
O -0.53685 5.73183 2.01144
C -1.33776 6.83352 2.35900
N 0.17864 3.55838 0.36614
H 0.98368 4.99987 -1.74540
H 2.38979 4.13200 -1.19161
H 2.30916 5.81556 -0.95553
H 1.77230 4.57133 1.29816
H -0.65223 5.95578 0.00212
H 0.59537 6.86555 0.76793
H -0.79106 7.77712 2.55106
H -1.81883 6.50533 3.30738
H -2.09876 6.96294 1.56299
H -0.32037 3.44217 1.29731
H 0.69855 2.65037 0.19898
C 6.98992 3.70126 -3.01236
C 5.81296 3.81443 -2.02197
C 5.55381 2.50028 -1.28017
O 4.99891 1.52340 -2.19129
C 4.76208 0.30806 -1.54420
N 6.00454 4.93268 -1.10345
H 7.03999 2.84037 -3.63199
H 7.93723 3.75784 -2.45964
H 7.06726 4.57387 -3.65352
H 4.89939 4.08978 -2.58197
H 4.84776 2.63936 -0.48627
H 6.46860 2.13417 -0.90090
H 3.83798 0.36256 -0.92325
H 5.51699 0.08859 -0.73748
H 4.66306 -0.51188 -2.30300
H 6.63611 4.79211 -0.34964
H 5.09640 5.12471 -0.68469
C -0.96776 -5.21379 1.95277
C -1.40611 -6.13277 0.82792
C -0.40001 -7.23523 0.67289
O 0.77432 -6.78784 0.02504
C 1.96922 -7.44315 0.26378
N -2.75531 -6.72502 0.92817
H -0.80975 -5.74080 2.93365
H -1.64069 -4.42082 2.19720
H -0.01039 -4.75846 1.71967
H -1.49118 -5.52451 -0.04612
H -0.83529 -8.14182 0.17679
H -0.07379 -7.58257 1.62093
H 2.22742 -8.13571 -0.54851
H 1.94242 -8.10302 1.13185
H 2.82887 -6.76650 0.49345
H -2.89458 -7.24706 1.79106
H -3.45336 -5.95137 1.01897
C -3.26468 1.42277 3.66854
C -1.89621 1.87120 3.32381
O -0.95156 1.10161 4.03666
O -3.59963 1.88416 4.95836
H -3.40735 0.36028 3.62429
H -3.93006 2.01032 2.98541
H -1.80315 2.92948 3.43567
H -1.82691 1.66554 2.25794
H -0.13422 1.10060 3.53743
H -2.99126 1.45077 5.61015
C -1.89832 3.48014 -2.70392
C -2.82125 2.50292 -3.27621
O -2.75084 1.17484 -2.69905
O -2.29560 3.77463 -1.36700
H -2.07776 4.45717 -3.27417
H -0.88223 3.03860 -2.81456
H -2.63585 2.37056 -4.36729
H -3.87132 2.82017 -3.08427
H -1.94171 1.07002 -2.19987
H -1.52712 3.78426 -0.74639
C -0.01813 -0.75946 -4.35920
C 0.66618 -1.36315 -5.57198
O 0.84168 -0.31272 -6.55152
O 0.94451 0.13208 -3.83601
H -0.16068 -1.50561 -3.58595
H -0.96219 -0.21856 -4.63218
H 0.00365 -2.17910 -5.87596
H 1.63032 -1.88828 -5.30410
H 1.16108 -0.60733 -7.41769
H 0.98356 0.94197 -4.33850
C 0.45823 -0.43279 -0.31606
C 0.03823 -0.19857 1.12489
O 0.76807 0.80851 1.81175
O -0.12041 0.62074 -1.10668
H -0.05158 -1.35730 -0.60566
H 1.54669 -0.42956 -0.52317
H 0.12025 -1.18638 1.64509
H -1.02505 0.13282 1.24349
H 1.61121 0.38531 1.99031
H 0.26880 0.45497 -2.01040
C 3.05467 -2.87804 2.07470
C 3.63418 -1.55420 2.68228
O 3.26596 -0.38479 1.90137
O 3.63282 -3.04725 0.80824
H 1.99745 -2.70456 1.89635
H 3.27639 -3.65002 2.80024
H 4.76420 -1.53750 2.78530
H 3.15805 -1.46489 3.68575
H 3.77668 -0.49886 1.08303
H 2.86314 -3.25404 0.19881
C -5.64798 1.98478 -0.70231
C -5.78237 3.45683 -0.41573
O -4.91718 4.27875 -1.10565
O -4.41524 1.49466 -0.24698
H -5.90857 1.77362 -1.74797
H -6.42091 1.30322 -0.22161
H -5.62942 3.68128 0.64250
H -6.81093 3.78623 -0.56260
H -3.96776 4.10003 -0.91787
H -3.87179 1.17757 -0.98055
*
```

## Properties
Kohn-Sham gap   9.099 eV
E_HOMO   -8.6502 eV

Which of them is the most stable, and which is the least stable? ii and i, in that order.